16
Properties=species:S:1:pos:R:3:mulliken_charge:R:1 method="wB97M-V/def2-TZVPD" max_force_ha_per_bohr=0.0975 e_above_lowest_kj_mol=483.73 charge=0
C 1.95 -2.94 -0.49 -0.75
C 1.10 -1.91 0.11 -0.06
N 0.95 -0.50 -0.24 -0.22
C -0.32 0.06 0.10 0.58
O -1.34 -0.53 0.34 -0.59
N -0.14 1.48 -0.32 -0.47
C -1.61 2.02 -0.51 -0.20
C -1.02 1.98 0.88 -0.40
H 2.82 -2.58 -1.03 0.28
H 2.05 -3.95 0.03 0.26
H 0.09 -2.23 0.52 0.27
H 1.68 0.41 -0.41 0.37
H -1.52 3.16 -0.89 0.22
H -2.25 1.13 -0.92 0.24
H -1.60 1.27 1.55 0.25
H -0.84 3.11 1.29 0.25